The following is a DFT calculation (ωB97M-V with the def2-TZVPD basis set) of a 2-piece molecular cluster, C2H9N2O overall.

Summary:
energy above the lowest of the compared OMol25 structures with the same formula, charge and spin = 19.70 kcal per mole
HOMO level (spin up / spin down) = -9.110 / -9.075 eV
Kohn-Sham gap (spin up / spin down) = 9.9 / 7.0 eV
2S+1 = 2
calculated total energy = -7244.844 eV
charge = 0

Structure (XYZ):
```
14
C2H9N2O | the Open Molecules 2025 dataset | ωB97M-V with the def2-TZVPD basis set
C -1.455 -0.584 1.935
O -0.664 0.330 1.325
H -1.361 -0.556 3.016
H -2.517 -0.500 1.708
H -1.192 -1.609 1.625
N 1.107 1.536 -0.869
C 0.883 0.345 -1.680
N 0.316 -0.870 -1.088
H 0.450 1.568 -0.095
H 1.977 1.393 -0.351
H 0.184 0.659 -2.455
H 1.803 0.062 -2.193
H 0.973 -1.137 -0.342
H -0.503 -0.636 -0.536
```

Atom charges from the Löwdin analysis, given in e for atoms 1 to 4:
1 C -0.21
2 O -0.05
3 H 0.09
4 H 0.08

***

The following is a DFT calculation (ωB97M-V with the def2-TZVPD basis set) of one molecule with the formula C15H21N3O3S.

Summary:
energy above the lowest of the compared OMol25 structures with the same formula, charge and spin = 0.48 kcal per mole
SMILES = CNC(=O)[C@@H](Cc1ccccc1)NC(=O)[C@H](CS)NC(C)=O
HOMO level = -9.015 eV
Kohn-Sham gap = 9.4 eV
2S+1 = 1
calculated total energy = -37345.375 eV
charge = 0

Structure (XYZ):
```
43
C15H21N3O3S | the Open Molecules 2025 dataset | ωB97M-V with the def2-TZVPD basis set
O -2.072 -1.467 -1.046
O 1.812 -1.306 0.695
O 1.739 0.912 -3.496
S -1.526 -2.514 3.808
C -1.742 -2.547 -0.558
C 0.653 -0.941 0.554
C 0.927 0.460 -2.670
C 1.161 3.675 3.143
C -0.112 3.569 2.522
C 2.305 3.338 2.413
C -0.265 3.081 1.222
C 2.168 2.831 1.112
C 0.885 2.770 0.491
N -0.138 -0.299 -3.005
N -1.112 -2.715 0.630
N 0.266 0.053 -0.295
C -2.100 -3.811 -1.266
C -0.480 -0.673 -4.365
C -0.076 -2.021 2.783
C 0.774 2.318 -0.942
C -0.522 -1.575 1.365
C 1.114 0.836 -1.170
H -1.828 -3.632 3.164
H 1.261 4.102 4.152
H -0.988 3.915 3.105
H 3.282 3.489 2.854
H -1.207 3.084 0.743
H 3.050 2.501 0.559
H -0.781 -0.593 -2.296
H -0.794 -3.624 0.845
H -0.726 0.134 -0.379
H -1.359 -4.595 -1.043
H -2.153 -3.597 -2.341
H -3.062 -4.187 -0.878
H -1.512 -1.002 -4.391
H 0.169 -1.512 -4.669
H -0.288 0.154 -5.065
H 0.637 -2.801 2.699
H 0.524 -1.198 3.218
H -0.235 2.482 -1.310
H 1.463 2.997 -1.499
H -1.259 -0.784 1.509
H 2.148 0.693 -0.901
```

Atom charges from the Löwdin analysis, given in e for atoms 1 to 4:
1 O 0.02
2 O 0.07
3 O 0.03
4 S 0.72

***

The following is a DFT calculation (ωB97M-V with the def2-TZVPD basis set) of a 8-piece molecular cluster, C40H84Cl8N4O4 overall.

Summary:
SMILES = CC1(C)CCCC(C)(C)N1O.CC1(C)CCCC(C)(C)N1O.CC1(C)CCCC(C)(C)N1O.CC1(C)CCCC(C)(C)N1O.ClCCl.ClCCl.ClCCl.ClCCl
HOMO level = -8.153 eV
Kohn-Sham gap = 8.3 eV
2S+1 = 1
calculated total energy = -157164.572 eV
charge = 0

Structure (XYZ):
```
140
C40H84Cl8N4O4 | the Open Molecules 2025 dataset | ωB97M-V with the def2-TZVPD basis set
C -0.494 0.035 1.256
Cl -1.764 -1.220 1.504
Cl 0.339 -0.143 -0.294
H -0.916 1.017 1.470
H 0.255 -0.109 2.035
C -1.547 -3.648 3.937
Cl -2.926 -4.181 5.072
Cl -0.188 -4.853 3.845
H -1.845 -3.486 2.901
H -1.188 -2.662 4.232
C -2.057 1.834 -1.844
Cl -2.616 2.644 -0.310
Cl -2.472 0.106 -1.894
H -2.565 2.398 -2.626
H -0.981 1.975 -1.945
C -0.018 1.405 5.603
Cl 1.191 0.892 6.823
Cl -0.754 0.085 4.742
H -0.768 2.060 6.048
H 0.535 2.073 4.942
C 0.803 -4.277 -1.306
C 0.516 -3.748 -2.750
C 1.023 -4.940 -3.621
C 0.478 -4.839 -5.037
C -1.074 -4.810 -4.998
C -1.675 -3.742 -4.129
N -1.000 -3.785 -2.814
O -1.615 -2.909 -1.913
C -1.465 -2.383 -4.933
C -3.185 -4.026 -3.885
C 1.241 -2.463 -3.175
H 0.068 -5.052 -1.088
H 0.789 -3.559 -0.486
H 1.849 -4.582 -1.282
H 2.093 -4.789 -3.759
H 0.845 -5.983 -3.358
H 0.921 -5.614 -5.663
H 0.862 -3.958 -5.551
H -1.389 -5.828 -4.768
H -1.471 -4.566 -5.983
H -2.336 -2.363 -5.587
H -1.583 -1.532 -4.262
H -0.522 -2.366 -5.480
H -3.708 -3.164 -3.472
H -3.722 -4.196 -4.818
H -3.330 -4.913 -3.269
H 0.618 -1.637 -2.831
H 1.264 -2.327 -4.256
H 2.255 -2.488 -2.774
H -1.370 -2.068 -2.306
C 1.068 6.131 -1.574
C 1.234 5.774 -3.113
C 2.672 6.091 -3.613
C 3.724 5.028 -3.179
C 3.191 3.626 -3.655
C 1.771 3.301 -3.121
N 0.821 4.405 -3.456
O -0.588 4.074 -3.298
C 1.298 2.022 -3.850
C 1.861 2.962 -1.623
C 0.373 6.739 -3.950
H 1.162 7.155 -1.211
H 1.780 5.638 -0.912
H 0.167 5.629 -1.220
H 2.690 6.158 -4.701
H 3.037 6.994 -3.124
H 3.789 5.080 -2.092
H 4.689 5.219 -3.649
H 3.879 2.903 -3.216
H 3.297 3.375 -4.710
H 1.326 2.166 -4.930
H 1.986 1.191 -3.693
H 0.338 1.629 -3.516
H 2.592 3.569 -1.090
H 0.845 3.107 -1.256
H 2.117 1.931 -1.380
H 0.605 7.802 -3.877
H -0.633 6.509 -3.599
H 0.303 6.541 -5.019
H -0.711 3.645 -4.148
C 7.037 -3.188 1.063
C 5.544 -3.618 1.080
C 5.581 -5.061 1.561
C 4.269 -5.595 2.100
C 3.684 -4.617 3.124
C 3.586 -3.085 2.750
N 4.873 -2.736 2.082
O 4.762 -1.417 1.712
C 2.307 -2.703 1.904
C 3.421 -2.347 4.146
C 4.958 -3.436 -0.313
H 7.624 -3.387 1.959
H 7.134 -2.138 0.786
H 7.449 -3.663 0.173
H 5.881 -5.631 0.682
H 6.319 -5.259 2.338
H 4.358 -6.592 2.533
H 3.517 -5.716 1.320
H 4.256 -4.725 4.046
H 2.660 -4.980 3.201
H 1.387 -2.825 2.477
H 2.184 -1.716 1.457
H 2.215 -3.494 1.160
H 3.343 -1.263 4.068
H 2.593 -2.770 4.716
H 4.289 -2.433 4.799
H 4.908 -2.377 -0.569
H 3.984 -3.926 -0.338
H 5.535 -4.013 -1.035
H 5.151 -0.944 2.451
C -6.137 5.353 3.630
C -5.227 4.189 3.272
C -4.158 4.068 4.412
C -3.402 2.782 4.533
C -4.427 1.534 4.491
C -5.384 1.636 3.283
N -6.060 2.949 3.199
O -6.980 3.048 2.262
C -4.602 1.234 2.001
C -6.404 0.534 3.531
C -4.353 4.486 1.978
H -6.875 5.532 2.848
H -5.607 6.306 3.646
H -6.644 5.177 4.578
H -3.381 4.738 4.045
H -4.606 4.407 5.346
H -2.952 2.678 5.521
H -2.597 2.624 3.817
H -5.023 1.533 5.403
H -3.816 0.637 4.391
H -3.532 1.446 2.013
H -4.659 0.146 2.010
H -5.136 1.449 1.076
H -6.095 -0.329 4.121
H -7.248 0.950 4.082
H -6.867 0.113 2.639
H -4.841 4.182 1.051
H -3.439 3.902 2.090
H -4.003 5.464 1.647
H -6.435 3.183 1.483
```

Atom charges from the Löwdin analysis, given in e for atoms 1 to 4:
1 C -0.97
2 Cl 0.55
3 Cl 0.58
4 H 0.01

***

The following is a DFT calculation (ωB97M-V with the def2-TZVPD basis set) of a 6-piece molecular cluster, C17H31NO11S2 overall.

Summary:
HOMO level = -9.110 eV
Kohn-Sham gap = 9.2 eV
2S+1 = 1
calculated total energy = -63812.413 eV
charge = 0

Structure (XYZ):
```
62
C17H31NO11S2 | the Open Molecules 2025 dataset | ωB97M-V with the def2-TZVPD basis set
C -2.311 2.901 1.508
C -1.043 3.754 1.676
O -0.400 3.611 0.415
C -1.280 3.176 -0.501
O -1.097 3.133 -1.669
O -2.402 2.742 0.107
H -3.156 3.428 1.949
H -2.150 1.948 2.011
H -0.451 3.292 2.466
H -1.173 4.816 1.873
C 0.897 -0.393 -5.138
C 0.193 -1.618 -5.783
O -0.111 -1.168 -7.083
C 0.047 0.157 -7.174
O -0.345 0.812 -8.085
O 0.722 0.623 -6.113
H 1.955 -0.634 -5.024
H 0.489 -0.187 -4.153
H -0.655 -1.957 -5.186
H 0.882 -2.461 -5.882
C 5.687 1.112 -0.927
C 4.857 0.729 0.323
O 3.551 0.639 -0.233
C 3.619 0.505 -1.574
O 2.704 0.236 -2.265
O 4.888 0.620 -1.998
H 6.660 0.634 -0.987
H 5.731 2.196 -1.038
H 4.944 1.614 0.950
H 5.272 -0.155 0.799
C 2.817 -1.568 1.735
C 1.795 -2.690 2.065
C 0.773 -2.340 3.160
C 0.109 -1.052 2.941
N -0.371 -0.039 2.712
H 2.905 -1.673 0.654
H 3.800 -1.732 2.177
H 2.519 -0.543 1.945
H 2.324 -3.562 2.449
H 1.299 -2.936 1.131
H 1.219 -2.342 4.155
H 0.081 -3.186 3.162
C -2.404 -0.753 -0.713
S -1.476 -2.017 -1.635
O -1.693 -1.669 -3.076
C 0.191 -1.421 -1.234
H -2.421 -1.107 0.320
H -3.419 -0.814 -1.099
H -1.990 0.240 -0.868
H 0.951 -2.124 -1.581
H 0.312 -1.207 -0.174
H 0.350 -0.553 -1.877
C -3.480 -0.901 4.161
S -5.263 -0.561 4.253
O -5.507 -0.272 5.713
C -5.114 1.104 3.547
H -3.219 -1.039 3.111
H -3.235 -1.767 4.770
H -3.001 -0.020 4.580
H -4.826 1.110 2.495
H -4.463 1.735 4.152
H -6.086 1.597 3.608
```

Atom charges from the Löwdin analysis, given in e for atoms 1 to 4:
1 C -0.13
2 C -0.11
3 O 0.07
4 C -0.59

***

The following is a DFT calculation (ωB97M-V with the def2-TZVPD basis set) of a 2-piece molecular cluster, C4H12O3 overall.

Summary:
energy above the lowest of the compared OMol25 structures with the same formula, charge and spin = 24.87 kcal per mole
SMILES = OCCCCO.O
HOMO level = -10.279 eV
Kohn-Sham gap = 10.8 eV
2S+1 = 1
calculated total energy = -10484.060 eV
charge = 0

Structure (XYZ):
```
19
C4H12O3 | the Open Molecules 2025 dataset | ωB97M-V with the def2-TZVPD basis set
C -0.922 -1.962 1.184
O -0.575 -3.214 0.601
C -1.546 -1.027 0.125
C -1.967 0.365 0.663
C -0.966 1.406 0.210
O 0.200 1.238 1.044
H -1.599 -2.081 2.030
H 0.037 -1.520 1.452
H -1.043 -3.360 -0.225
H -2.381 -1.637 -0.243
H -0.798 -0.934 -0.663
H -1.940 0.396 1.747
H -2.934 0.550 0.189
H -1.311 2.431 0.411
H -0.834 1.466 -0.872
H 0.883 0.877 0.509
H 6.149 1.771 -3.231
H 5.329 2.692 -2.289
O 6.215 2.542 -2.642
```

Atom charges from the Löwdin analysis, given in e for atoms 1 to 4:
1 C -0.27
2 O -0.08
3 C -0.19
4 C -0.17